*w*
ORCA calculation (wB97M-V/def2-TZVPD) on a 2-piece molecular cluster, C4H8N3 overall.

Cartesian coordinates (Å):
1 N -1.52 1.15 0.45
2 N -0.81 -0.01 0.67
3 N -2.16 -0.30 -1.12
4 C 0.13 -0.29 1.57
5 C -1.24 -0.87 -0.30
6 C -2.37 0.88 -0.62
7 C 3.06 -0.43 -1.07
8 H -1.61 2.00 1.06
9 H 0.44 0.53 2.27
10 H 3.24 -1.52 -1.12
11 H -0.96 -1.87 -0.25
12 H 2.07 0.02 -0.91
13 H 3.95 0.23 -1.04
14 H 0.84 -1.08 1.35
15 H -3.07 1.55 -0.92

Output
Charge   +1
LUMO (spin up / spin down)   -6.115 / -4.395 eV

***

*x*
ORCA calculation (wB97M-V/def2-TZVPD) on C4H8N3 as an isolated structure.

Cartesian coordinates (Å):
1 N -1.42 -0.41 -1.87
2 N 2.05 -0.51 1.48
3 N 1.44 0.37 0.96
4 C -1.90 -0.35 -0.56
5 C -1.12 1.01 -1.78
6 C -1.63 0.97 -0.37
7 C 2.58 -1.21 2.33
8 H -2.24 1.49 0.27
9 H 2.97 -2.17 2.11
10 H 2.39 -1.00 3.36
11 H -1.78 1.51 -2.39
12 H -0.10 1.43 -1.84
13 H -0.96 -1.10 -2.44
14 H -2.24 -1.17 0.09
15 H 1.95 1.16 0.64

Output
Charge   +1
LUMO   -6.879 eV

***

*y*
ORCA calculation (wB97M-V/def2-TZVPD) on an isolated ion of composition C4H8N3 and charge +1.

Cartesian coordinates (Å):
1 N 0.20 -0.13 0.19
2 N 0.97 -0.40 1.32
3 N -0.74 -1.28 0.08
4 C -1.92 -0.76 0.04
5 C -0.61 1.07 0.14
6 C -1.90 0.71 0.20
7 C 1.15 -0.14 -1.02
8 H -2.70 -1.55 0.03
9 H 1.83 0.69 -0.89
10 H 1.90 -0.54 1.03
11 H -2.81 1.25 0.22
12 H -0.12 2.06 0.52
13 H 0.47 0.01 -1.86
14 H 1.53 -1.05 -1.08
15 H 0.38 -0.85 2.04

Output
Charge   +1
LUMO   -4.901 eV
SMILES string   C[N@@+]1(N)C=CC=N1

***

*z*
ORCA calculation (wB97M-V/def2-TZVPD) on an isolated ion of composition C4H8N3 and charge +1.

Cartesian coordinates (Å):
1 N -1.78 -0.63 -0.52
2 N 0.41 0.02 -0.30
3 N -0.69 -1.19 -0.93
4 C -0.35 0.39 0.98
5 C 2.82 0.63 -0.65
6 C 1.63 0.24 -0.46
7 C -1.65 -0.39 0.96
8 H 3.74 0.06 -0.36
9 H -0.78 -1.28 -1.96
10 H -2.55 0.04 1.43
11 H 0.44 0.24 1.78
12 H -2.14 0.10 -1.23
13 H -0.53 1.56 0.93
14 H 2.94 1.61 -1.17
15 H -1.50 -1.40 1.49

Output
Charge   +1
LUMO   -4.498 eV
SMILES string   C=C=[N+]1CCNN1

***

Q: Which of them is the most stable? A: *y*.